{"formula": "C39H85N7O34S4", "method": "ωB97M-V/def2-TZVPD", "species": ["C", "C", "O", "C", "O", "O", "C", "H", "H", "H", "H", "H", "H", "H", "H", "C", "C", "O", "C", "O", "O", "C", "H", "H", "H", "H", "H", "H", "H", "H", "C", "C", "O", "C", "O", "O", "C", "H", "H", "H", "H", "H", "H", "H", "H", "C", "C", "O", "C", "O", "O", "C", "H", "H", "H", "H", "H", "H", "H", "H", "C", "N", "O", "O", "H", "H", "H", "C", "N", "O", "O", "H", "H", "H", "C", "N", "O", "O", "H", "H", "H", "C", "N", "O", "O", "H", "H", "H", "C", "N", "O", "O", "H", "H", "H", "C", "N", "O", "O", "H", "H", "H", "C", "N", "O", "O", "H", "H", "H", "C", "C", "C", "S", "O", "O", "C", "H", "H", "H", "H", "H", "H", "H", "H", "C", "C", "C", "S", "O", "O", "C", "H", "H", "H", "H", "H", "H", "H", "H", "C", "C", "C", "S", "O", "O", "C", "H", "H", "H", "H", "H", "H", "H", "H", "C", "C", "C", "S", "O", "O", "C", "H", "H", "H", "H", "H", "H", "H", "H"], "coordinates": [[-6.6758, 3.0271, 3.8522], [-6.0608, 1.9895, 2.9223], [-5.2507, 2.5968, 1.9572], [-5.8010, 3.0266, 0.7572], [-6.9914, 3.3196, 0.5376], [-4.7799, 3.2120, -0.0965], [-5.0093, 3.6718, -1.4434], [-6.0931, 3.0903, 4.7711], [-7.7023, 2.7869, 4.1291], [-6.7290, 3.9812, 3.3276], [-6.7828, 1.3660, 2.3950], [-5.4259, 1.3396, 3.5246], [-4.5087, 2.9555, -2.0948], [-4.5013, 4.6350, -1.4904], [-6.0827, 3.6106, -1.6231], [-4.5685, -0.4741, -0.0657], [-5.7832, -1.1133, -0.7340], [-6.0015, -2.3602, -0.1694], [-6.6675, -2.5444, 1.0345], [-7.1405, -1.6869, 1.7557], [-6.6836, -3.9317, 1.2857], [-7.3266, -4.4815, 2.4235], [-4.7897, -0.2005, 0.9659], [-4.2052, 0.3880, -0.6250], [-3.8472, -1.2910, -0.0426], [-5.5826, -1.2945, -1.7900], [-6.6342, -0.4762, -0.4931], [-6.6941, -4.4475, 3.3105], [-7.6922, -5.4933, 2.2482], [-8.2554, -3.9251, 2.5498], [1.8923, 3.7184, 0.0379], [1.1337, 3.8053, 1.3611], [2.0042, 3.6380, 2.5200], [1.9607, 2.4834, 3.2329], [1.3439, 1.4306, 3.0260], [2.9326, 2.6846, 4.1065], [3.1624, 1.7322, 5.1108], [1.2394, 3.9386, -0.8067], [2.4088, 2.7587, 0.0252], [2.7448, 4.3940, -0.0320], [0.3944, 3.0048, 1.3916], [0.5495, 4.7234, 1.4237], [3.4574, 0.8187, 4.5944], [2.2630, 1.4535, 5.6598], [3.9360, 2.0751, 5.7978], [2.1567, -1.2668, -0.7671], [0.6889, -1.4940, -0.5579], [0.0274, -0.4675, 0.1274], [-0.5618, 0.5446, -0.6221], [-0.5208, 0.6488, -1.8504], [-1.1014, 1.3528, 0.2794], [-1.7271, 2.5647, -0.1816], [2.4820, -0.7958, 0.1605], [2.4817, -0.5808, -1.5494], [2.7924, -2.1522, -0.7764], [0.4932, -2.4441, -0.0607], [0.1181, -1.6939, -1.4648], [-0.9357, 3.3113, -0.2487], [-2.3317, 3.0149, 0.6058], [-2.4660, 2.4475, -0.9743], [5.4022, 1.5570, 0.9267], [5.4239, 2.9574, 0.4213], [5.2002, 3.7973, 1.3102], [5.6785, 3.2064, -0.7775], [4.4674, 1.0739, 0.6424], [5.5511, 1.5574, 2.0065], [6.1667, 0.9794, 0.4069], [1.4579, -6.1303, -2.6799], [1.7638, -4.8041, -2.1479], [2.3537, -4.6873, -1.1196], [1.4467, -3.8769, -2.8365], [1.7838, -6.1607, -3.7196], [0.3706, -6.2069, -2.6849], [1.9162, -6.9026, -2.0622], [0.3602, 6.7965, -1.8951], [-0.7773, 6.2797, -1.0453], [-1.7266, 5.8039, -1.6320], [-0.7187, 6.3419, 0.1776], [0.1437, 7.8427, -2.1110], [0.4484, 6.2358, -2.8257], [1.2208, 6.6797, -1.2363], [-1.5272, -1.0751, -4.0837], [-2.6155, -0.8007, -3.0580], [-3.1323, 0.3220, -2.9664], [-2.7521, -1.7683, -2.2423], [-1.5436, -2.1212, -4.3893], [-0.5288, -0.8301, -3.7213], [-1.8681, -0.5704, -4.9877], [-1.7466, 0.3790, 3.4902], [-2.7102, -0.6768, 3.9423], [-2.3583, -1.8730, 3.9529], [-3.7789, -0.2687, 4.3680], [-1.3912, 0.3405, 2.4604], [-0.8324, 0.1953, 4.0547], [-2.1666, 1.3503, 3.7513], [-2.1004, 5.9371, 4.4950], [-2.1975, 4.7144, 3.6489], [-2.3119, 3.6630, 4.1759], [-2.3130, 4.8867, 2.4754], [-1.3540, 5.7779, 5.2733], [-3.0684, 6.0528, 4.9825], [-1.7512, 6.8317, 3.9794], [-1.1365, 2.7970, -4.3883], [-0.6688, 4.0378, -4.9515], [0.3684, 4.4113, -4.5048], [-1.4564, 4.6902, -5.5976], [-1.4804, 3.1156, -3.4042], [-0.2864, 2.1179, -4.3231], [-1.9212, 2.3514, -4.9996], [5.5117, -4.7216, -3.1820], [5.5977, -3.9743, -1.8040], [5.5835, -2.4948, -2.1489], [6.8928, -2.4531, -3.4923], [8.2225, -2.7533, -2.9228], [6.7382, -1.3974, -4.5043], [6.3809, -4.0971, -4.2830], [4.4480, -4.7140, -3.4196], [5.7805, -5.7762, -3.1209], [6.5825, -4.2325, -1.4148], [4.7912, -4.3084, -1.1513], [5.8770, -1.7501, -1.4091], [4.6770, -2.1442, -2.6421], [7.3272, -4.5967, -4.4906], [5.8662, -3.7225, -5.1678], [4.7668, 3.6095, -4.7736], [3.4059, 3.8908, -4.1072], [2.7453, 2.5742, -3.7504], [4.0942, 1.2375, -3.4905], [3.7648, 0.0951, -4.3651], [4.2692, 0.9222, -2.0511], [5.4013, 2.3099, -4.1362], [5.3976, 4.4850, -4.6194], [4.7250, 3.4276, -5.8475], [2.7571, 4.5419, -4.6931], [3.5813, 4.3434, -3.1312], [2.1769, 2.2158, -4.6086], [2.1766, 2.5161, -2.8224], [6.0618, 1.7634, -4.8094], [5.9441, 2.6933, -3.2722], [1.7915, -2.3707, 2.9099], [2.6076, -3.3762, 2.1459], [2.8878, -4.5216, 3.1236], [2.8182, -3.9480, 4.8398], [4.2200, -3.8893, 5.4312], [1.7421, -4.6169, 5.5662], [2.3382, -2.1767, 4.2991], [0.7830, -2.7817, 2.9557], [1.6462, -1.4288, 2.3809], [3.5948, -3.0275, 1.8427], [1.9515, -3.7019, 1.3387], [3.8749, -4.9680, 3.0036], [2.0777, -5.2465, 3.0445], [3.3534, -1.7838, 4.2433], [1.8047, -1.6979, 5.1202], [-3.3658, -4.0136, 1.9201], [-3.8819, -5.2433, 0.9599], [-2.6005, -5.9970, 0.6722], [-1.1457, -4.9680, 0.6536], [-0.6752, -4.7542, -0.7099], [-0.2164, -5.4607, 1.6639], [-2.0327, -3.4524, 1.2544], [-3.2048, -4.4996, 2.8823], [-4.1283, -3.2553, 2.0981], [-4.3030, -4.8038, 0.0557], [-4.6963, -5.7542, 1.4737], [-2.6187, -6.4047, -0.3385], [-2.4904, -6.7627, 1.4402], [-2.4268, -2.9816, 0.3538], [-1.3064, -2.8564, 1.8069]], "total_charge": 0, "multiplicity": 1, "de_lowest_ev": 1.9323, "fmax_ev_per_a": 4.20, "homo_lumo_gap_ev": 9.21, "homo_ha": -0.3573}